# 1
Molecular formula: C5H6Br2
Method: DFT, wB97M-V/def2-TZVPD

Element x y z (Å)
C  -1.9053  -2.4777  0.7794
C  0.0597  1.0435  0.2518
C  -1.6391  -1.2342  0.3667
C  -0.3255  -0.6869  0.1024
C  1.4935  1.3659  0.1924
Br  -3.0443  -0.0340  -0.1184
Br  1.0086  -1.8969  -0.2206
H  -2.9313  -2.7895  0.9447
H  -1.0275  -3.2251  0.8262
H  -0.5822  1.8708  0.3243
H  1.6608  2.2252  0.8953
H  1.7788  1.9620  -0.8042
H  2.0404  0.4677  0.1618

Computed properties:
**Orbital gap (alpha / beta)**: 7.73 / 8.08 eV
**Structure (SMILES)**: C=C(Br)/C(Br)=C/C
**HOMO energy (alpha / beta)**: -8.2 / -8.0 eV

Here are the Löwdin charges for atoms 1 to 5, given in e: atom 1 (C): -0.072, atom 2 (C): -0.064, atom 3 (C): -0.873, atom 4 (C): -0.700, atom 5 (C): -0.190


# 2
Molecular formula: C5H6BrN
Method: DFT, wB97M-V/def2-TZVPD

Element x y z (Å)
C  2.2219  -1.6831  0.1790
C  3.0407  -0.9168  0.8289
C  0.1029  -0.0861  -0.2611
C  0.0922  -1.3988  -0.4764
C  -1.0983  0.7916  -0.3280
N  1.2732  -2.1389  -0.4393
Br  4.0533  0.4139  -0.1200
H  3.4363  -1.1086  1.8109
H  -0.7842  -1.9766  -0.7241
H  1.0282  0.4263  -0.0448
H  -1.3115  1.1905  0.6647
H  -1.9725  0.2539  -0.6853
H  -0.9049  1.6396  -0.9835

Computed properties:
**Orbital gap**: 8.98 eV
**Structure (SMILES)**: C/C=C/N=C=CBr
**HOMO energy**: -9.0 eV

Here are the Löwdin charges for atoms 1 to 5, given in e: atom 1 (C): -0.241, atom 2 (C): -0.557, atom 3 (C): -0.136, atom 4 (C): -0.149, atom 5 (C): -0.095